The following is a quantum chemistry calculation of a cluster of 13 separate species, C48H96N4O26P4S5 in total in a non-equilibrium geometry, from the OMol25 dataset.

Properties
total charge	0
frontier orbital gap	0.2918	hartree
2S+1	1
maximum force	0.069	Eh/bohr
calculated total energy	-201859.6298	eV

Each line ends with the Mulliken charge.
Atoms and positions in Å:
1 C 11.48 -2.28 0.52  -0.62
2 C 11.65 -1.89 1.98  -0.55
3 C 10.27 -1.99 2.67  -0.73
4 S 9.34 -3.43 1.87  1.03
5 O 8.10 -2.90 1.34  -0.60
6 O 9.40 -4.69 2.64  -0.63
7 C 10.50 -3.51 0.46  -0.68
8 H 12.51 -2.44 0.20  0.34
9 H 11.09 -1.52 -0.15  0.30
10 H 12.01 -0.87 2.09  0.31
11 H 12.42 -2.55 2.37  0.30
12 H 9.66 -1.11 2.47  0.38
13 H 10.36 -2.08 3.75  0.40
14 H 9.87 -3.71 -0.41  0.44
15 H 11.14 -4.37 0.64  0.30
16 C -6.16 -9.62 0.59  -0.62
17 C -5.40 -8.94 1.71  -0.48
18 C -4.71 -7.69 1.14  -0.68
19 S -4.40 -7.98 -0.68  1.03
20 O -3.00 -8.30 -0.82  -0.63
21 O -5.11 -7.02 -1.55  -0.61
22 C -5.34 -9.54 -0.74  -0.73
23 H -7.20 -9.35 0.45  0.33
24 H -6.25 -10.69 0.75  0.31
25 H -4.67 -9.65 2.10  0.28
26 H -6.08 -8.64 2.50  0.29
27 H -3.75 -7.36 1.53  0.40
28 H -5.30 -6.79 1.30  0.34
29 H -4.63 -10.37 -0.63  0.34
30 H -5.84 -9.75 -1.69  0.43
31 C -10.22 -1.79 -2.28  -0.49
32 C -10.12 -0.35 -1.74  -0.64
33 C -8.91 -0.16 -0.76  -0.70
34 S -7.56 -1.19 -1.39  1.05
35 O -6.86 -1.86 -0.32  -0.63
36 O -6.76 -0.38 -2.32  -0.63
37 C -8.74 -2.34 -2.21  -0.72
38 H -10.76 -1.75 -3.22  0.30
39 H -10.82 -2.40 -1.61  0.24
40 H -11.03 -0.12 -1.19  0.35
41 H -10.14 0.34 -2.58  0.32
42 H -9.26 -0.58 0.18  0.33
43 H -8.48 0.84 -0.71  0.42
44 H -8.69 -3.18 -1.52  0.35
45 H -8.27 -2.64 -3.15  0.42
46 C -0.23 -1.82 1.75  -0.52
47 C 0.13 -1.97 0.32  -0.52
48 C 1.05 -0.74 -0.02  -0.71
49 S 0.41 0.76 0.93  0.97
50 O -0.40 1.68 0.14  -0.60
51 O 1.46 1.26 1.82  -0.58
52 C -0.88 -0.38 1.87  -0.81
53 H 0.62 -1.98 2.41  0.30
54 H -1.02 -2.53 2.01  0.30
55 H -0.74 -1.99 -0.35  0.32
56 H 0.71 -2.89 0.19  0.29
57 H 1.12 -0.49 -1.07  0.40
58 H 2.06 -0.94 0.34  0.37
59 H -1.83 -0.26 1.34  0.34
60 H -1.14 0.11 2.81  0.45
61 C -5.07 -3.48 8.27  -0.53
62 C -4.18 -2.59 7.43  -0.54
63 C -2.70 -3.06 7.67  -0.74
64 S -2.83 -4.92 7.90  1.07
65 O -2.29 -5.33 9.20  -0.63
66 O -2.46 -5.58 6.63  -0.64
67 C -4.66 -4.91 7.94  -0.76
68 H -6.09 -3.30 7.93  0.30
69 H -5.00 -3.35 9.35  0.30
70 H -4.44 -1.55 7.63  0.32
71 H -4.36 -2.73 6.36  0.30
72 H -2.16 -2.84 8.59  0.33
73 H -1.94 -2.74 6.95  0.45
74 H -5.02 -5.73 8.56  0.42
75 H -4.95 -5.20 6.93  0.35
76 C 2.23 8.55 -7.48  -0.56
77 O 1.99 9.62 -6.61  -0.37
78 P 0.63 9.68 -5.61  1.04
79 O 0.61 11.01 -4.96  -0.68
80 O -0.61 9.36 -6.60  -0.28
81 C -1.91 9.21 -6.04  -0.75
82 O 0.71 8.35 -4.62  -0.34
83 C 0.52 7.05 -5.10  -0.59
84 H 1.33 8.12 -7.93  0.28
85 H 2.81 7.75 -7.02  0.23
86 H 2.94 8.91 -8.22  0.30
87 H -1.89 9.04 -4.97  0.35
88 H -2.40 8.33 -6.47  0.29
89 H -2.53 10.10 -6.18  0.29
90 H -0.07 6.40 -4.47  0.30
91 H 1.43 6.50 -5.33  0.27
92 H -0.12 7.12 -5.99  0.24
93 C -5.00 4.28 4.55  -0.72
94 O -3.63 4.56 4.39  -0.24
95 P -2.67 4.90 5.65  0.89
96 O -1.32 5.22 5.17  -0.65
97 O -3.51 6.06 6.44  -0.33
98 C -3.67 7.39 5.97  -0.63
99 O -2.69 3.64 6.65  -0.20
100 C -1.57 3.26 7.44  -0.70
101 H -5.49 5.02 3.93  0.30
102 H -5.44 4.24 5.55  0.31
103 H -5.24 3.31 4.10  0.28
104 H -3.23 7.41 4.98  0.32
105 H -3.21 8.08 6.68  0.24
106 H -4.73 7.67 5.95  0.24
107 H -1.81 2.83 8.41  0.30
108 H -0.99 4.15 7.68  0.29
109 H -0.81 2.66 6.94  0.29
110 C 0.39 1.06 -11.34  -0.66
111 O -0.31 0.90 -10.10  -0.28
112 P -0.53 2.03 -8.99  1.07
113 O 0.33 3.21 -8.98  -0.69
114 O -2.14 2.38 -9.25  -0.32
115 C -2.55 3.71 -9.45  -0.72
116 O -0.57 1.23 -7.58  -0.30
117 C -1.36 0.07 -7.49  -0.64
118 H 1.08 0.23 -11.41  0.25
119 H 1.03 1.94 -11.31  0.32
120 H -0.31 1.01 -12.17  0.26
121 H -2.63 3.99 -10.50  0.30
122 H -1.92 4.50 -9.05  0.28
123 H -3.55 3.97 -9.08  0.29
124 H -0.71 -0.81 -7.55  0.27
125 H -2.14 -0.14 -8.21  0.30
126 H -1.75 0.05 -6.47  0.28
127 C 4.82 -1.67 -5.54  -0.79
128 O 5.24 -0.72 -4.50  -0.12
129 P 6.64 0.00 -4.59  0.93
130 O 7.77 -0.75 -5.22  -0.68
131 O 6.12 1.33 -5.33  -0.31
132 C 5.87 1.23 -6.77  -0.75
133 O 6.86 0.47 -3.00  -0.31
134 C 6.06 1.47 -2.32  -0.55
135 H 4.00 -2.29 -5.15  0.27
136 H 5.60 -2.37 -5.86  0.36
137 H 4.36 -1.26 -6.44  0.30
138 H 4.81 1.35 -6.95  0.31
139 H 6.02 0.24 -7.19  0.32
140 H 6.55 1.92 -7.28  0.28
141 H 6.81 2.25 -2.20  0.25
142 H 5.70 0.98 -1.42  0.23
143 H 5.22 1.80 -2.94  0.28
144 N 3.90 -0.80 7.58  0.03
145 C 3.64 -1.34 8.79  -0.42
146 C 3.27 -2.66 8.57  -0.43
147 C 3.40 -2.98 7.18  -0.38
148 C 3.77 -1.75 6.59  -0.51
149 H 4.23 0.15 7.48  0.18
150 H 3.70 -0.81 9.73  0.36
151 H 3.08 -3.34 9.38  0.39
152 H 3.25 -3.93 6.70  0.40
153 H 4.00 -1.61 5.54  0.40
154 N 4.75 4.59 6.20  0.00
155 C 5.08 4.81 7.50  -0.56
156 C 6.30 4.33 7.81  -0.28
157 C 6.81 3.72 6.66  -0.22
158 C 5.83 3.90 5.68  -0.66
159 H 3.92 4.77 5.66  0.21
160 H 4.37 5.30 8.14  0.38
161 H 6.81 4.28 8.76  0.37
162 H 7.79 3.26 6.61  0.38
163 H 5.95 3.72 4.63  0.38
164 N 3.23 -8.59 -1.32  0.01
165 C 4.31 -7.74 -1.14  -0.59
166 C 5.49 -8.46 -1.33  -0.27
167 C 5.08 -9.84 -1.40  -0.27
168 C 3.72 -9.87 -1.47  -0.51
169 H 2.26 -8.33 -1.32  0.20
170 H 4.22 -6.67 -1.02  0.37
171 H 6.54 -8.22 -1.45  0.36
172 H 5.81 -10.64 -1.45  0.37
173 H 3.02 -10.70 -1.50  0.35
174 N -4.79 5.57 -1.85  0.04
175 C -5.35 6.71 -1.35  -0.61
176 C -6.52 6.96 -2.07  -0.38
177 C -6.65 5.97 -3.08  -0.50
178 C -5.54 5.16 -2.90  -0.32
179 H -3.93 5.13 -1.55  0.19
180 H -4.92 7.18 -0.48  0.39
181 H -7.18 7.80 -1.89  0.38
182 H -7.40 5.72 -3.83  0.39
183 H -5.19 4.27 -3.41  0.41